(1)
ORCA calculation (wB97M-V/def2-TZVPD) on C39H58NiOP2S2Si as an isolated structure in a non-equilibrium geometry.

Calculated values
2S+1: 3
max |F|: 0.070 Eh/bohr
HOMO level (spin up / spin down): -6.027 / -7.997 eV
orbital gap (spin up / spin down): 6.661 / 8.427 eV
expectation value of S²: 2.01

Last column: Löwdin charge in e.
Element x y z (Å)
Ni  -0.4209  -1.0384  0.7194  -0.10
C  -3.3194  0.0390  2.7835  -0.19
Si  -2.1865  0.4041  1.2805  0.59
C  -1.5167  2.1891  1.2306  -0.26
C  -2.3115  3.3436  0.9979  -0.06
C  -1.7190  4.5711  0.6698  -0.07
C  -0.3145  4.6904  0.6427  -0.06
C  0.4692  3.5526  0.9295  -0.09
C  -0.1184  2.3403  1.1945  -0.38
P  0.8002  0.8056  1.5707  1.02
C  2.5930  1.2032  1.4531  -0.42
C  3.1316  1.0351  0.0228  -0.25
C  4.6142  0.8141  -0.0262  -0.22
C  5.3676  1.9523  0.6320  -0.21
C  4.9115  2.1048  2.1035  -0.17
C  3.3376  2.3211  2.1693  -0.17
C  0.5172  0.4992  3.3610  -0.44
C  0.5730  1.6599  4.3384  -0.19
C  -0.3224  1.3068  5.5290  -0.18
C  -0.0411  -0.1474  5.9708  -0.18
C  1.2759  -0.7343  5.4172  -0.21
C  1.3238  -0.6703  3.9291  -0.23
C  -3.3809  0.4635  -0.1770  -0.30
C  -4.7626  0.7258  -0.1165  -0.06
C  -5.5312  0.8004  -1.2947  -0.07
C  -4.9492  0.7025  -2.5431  -0.07
C  -3.5762  0.4325  -2.6005  -0.11
C  -2.8593  0.2855  -1.4360  -0.38
P  -1.2259  -0.5187  -1.5391  1.08
C  -0.4462  0.3054  -2.9429  -0.43
C  1.0427  0.2410  -2.9927  -0.25
C  1.5006  0.6485  -4.3495  -0.20
C  0.6959  1.8549  -4.8760  -0.20
C  0.1643  2.7388  -3.7461  -0.19
C  -0.8116  1.8694  -2.9966  -0.19
C  -1.5409  -2.2572  -2.1895  -0.39
C  -0.1924  -2.8962  -2.5382  -0.25
C  -0.3464  -4.4272  -2.4052  -0.18
C  -1.7012  -4.8663  -3.0052  -0.17
C  -2.0460  -3.8136  -4.1314  -0.21
C  -2.4447  -2.5012  -3.4403  -0.19
H  -2.8964  0.5331  3.6625  0.01
H  -4.3864  0.2332  2.8495  0.02
H  -3.2170  -1.0226  2.8537  -0.01
H  -3.3757  3.3145  0.9689  0.09
H  -2.3113  5.4217  0.5595  0.08
H  0.1407  5.6381  0.4835  0.09
H  1.5358  3.7222  0.8022  0.09
H  2.8907  0.2860  1.9897  0.09
H  2.5663  0.2229  -0.3732  0.06
H  2.8584  1.8253  -0.6468  0.10
H  4.8455  -0.1694  0.4956  0.14
H  4.8483  0.6878  -1.1103  0.12
H  6.4598  1.8040  0.5356  0.11
H  5.0941  2.9251  0.0827  0.13
H  5.1612  1.2532  2.6170  0.07
H  5.3235  3.0100  2.6367  0.12
H  3.1946  2.3944  3.2834  0.12
H  3.1828  3.2739  1.7295  0.07
H  -0.5522  0.1832  3.3266  0.07
H  1.5795  1.8576  4.6427  0.09
H  0.1967  2.5903  3.8338  0.12
H  -0.1512  2.0401  6.3464  0.12
H  -1.3576  1.3376  5.3167  0.08
H  -0.0997  -0.2843  7.0882  0.12
H  -0.8181  -0.7908  5.5300  0.11
H  2.1999  -0.2525  5.8774  0.13
H  1.3600  -1.8240  5.6557  0.12
H  2.3260  -0.5071  3.6188  0.08
H  0.9683  -1.6007  3.4726  0.08
H  -5.1134  0.8354  0.9132  0.09
H  -6.6111  0.8222  -1.2667  0.10
H  -5.4864  0.8861  -3.4459  0.10
H  -3.2730  0.2416  -3.6095  0.10
H  -0.7534  -0.0819  -3.9391  0.12
H  1.4750  0.8569  -2.1471  0.11
H  1.3355  -0.8262  -2.7430  0.11
H  2.5976  0.9068  -4.4370  0.13
H  1.4705  -0.2169  -4.9771  0.10
H  1.4058  2.4446  -5.4945  0.11
H  -0.0528  1.5055  -5.5211  0.09
H  0.9395  3.1408  -3.1298  0.09
H  -0.4254  3.6704  -4.1797  0.15
H  -0.7040  2.1661  -1.9603  0.10
H  -1.7819  2.0869  -3.3077  0.08
H  -1.9233  -2.7251  -1.2584  0.10
H  0.1813  -2.6126  -3.5142  0.11
H  0.5213  -2.4867  -1.8184  0.03
H  0.5135  -5.0039  -2.7877  0.11
H  -0.3412  -4.6150  -1.3165  0.08
H  -1.5592  -5.8532  -3.4670  0.11
H  -2.5086  -4.8797  -2.3238  0.09
H  -1.2451  -3.7227  -4.9041  0.11
H  -2.8508  -4.3008  -4.7540  0.11
H  -2.4080  -1.7294  -4.1602  0.07
H  -3.5887  -2.6519  -3.1261  0.16
C  1.6240  -5.7039  0.6403  -0.08
O  0.4447  -5.0751  1.2173  -0.23
C  0.3522  -3.7514  1.2417  -1.25
S  1.5275  -2.7028  0.7239  0.66
S  -1.2131  -3.1530  1.8035  0.58
H  1.6138  -6.7503  1.0043  0.10
H  2.5437  -5.1360  0.8278  0.05
H  1.4938  -5.7169  -0.5108  0.10

***

(2)
ORCA calculation (wB97M-V/def2-TZVPD) on a 5-piece molecular cluster, C39H59ClFN7O19S6 overall in a non-equilibrium geometry.

Calculated values
SMILES: C=CC(=O)OCCCCCCc1c(CCCSC(=S)n2ccnc2)c([C@H](Cl)CC)c2nc(O)c(CC(N)(N)N)nc2c1CCF.O=S1(=O)OCCO1.O=S1(=O)OCCO1.O=S1(=O)OCCO1.O=S1(=O)OCCO1
max |F|: 0.032 Eh/bohr
HOMO level: -8.621 eV
orbital gap: 8.059 eV

Last column: Löwdin charge in e.
Element x y z (Å)
C  7.9880  3.0841  -0.3260  0.05
C  7.6122  4.3384  -0.4963  -0.07
C  6.5128  4.9409  0.2761  -0.53
O  6.2546  4.5815  1.3802  0.14
O  5.8632  5.9518  -0.3361  -0.01
C  4.4335  5.8407  -0.3513  -0.17
C  3.9623  5.0632  -1.5706  -0.17
C  2.4924  4.6498  -1.4866  -0.18
C  2.1625  3.4544  -2.4161  -0.21
C  1.2073  2.4693  -1.7529  -0.20
C  0.5021  1.5520  -2.7744  -0.12
C  0.3093  0.1002  -2.3688  -0.08
C  0.9364  -0.9895  -3.0786  -0.12
C  1.9217  -0.6195  -4.1710  -0.14
C  3.2114  0.0534  -3.6715  -0.21
C  4.2423  -0.8306  -2.9654  -0.48
S  3.7787  -1.4925  -1.3575  0.98
C  4.1627  -0.2273  -0.2608  -1.07
S  4.6936  1.2536  -0.6390  0.78
N  3.9863  -0.6359  1.0836  -0.17
C  2.9962  -0.2769  1.9783  -0.06
C  3.2901  -0.9599  3.1200  -0.13
N  4.4237  -1.7286  2.9697  0.06
C  4.8006  -1.5091  1.7269  -0.19
C  0.6074  -2.3020  -2.7730  -0.16
C  1.0492  -3.5330  -3.5291  -0.56
Cl  2.8353  -3.7340  -3.6473  0.68
C  0.3808  -3.5331  -4.9582  -0.24
C  1.2020  -4.0792  -6.1104  -0.15
C  -0.2722  -2.5606  -1.6846  -0.13
N  -0.5616  -3.8667  -1.3658  0.20
C  -1.3437  -4.0580  -0.3592  -0.31
O  -1.6406  -5.3206  0.0190  0.09
C  -1.9144  -2.9958  0.4089  -0.17
C  -2.8057  -3.3665  1.5723  -0.07
C  -3.7899  -2.2940  2.0178  -0.66
N  -4.6305  -1.8528  0.9111  0.10
N  -4.6706  -2.9909  3.0147  0.06
N  -3.1679  -1.1476  2.6856  0.10
N  -1.6791  -1.7532  0.1202  0.21
C  -0.8345  -1.5247  -0.9441  -0.14
C  -0.5540  -0.1860  -1.3192  -0.09
C  -1.2598  0.9027  -0.5340  -0.10
C  -0.6390  1.1075  0.8433  -0.20
F  -1.6179  1.4253  1.7684  -0.05
H  8.8330  2.6880  -0.8655  0.07
H  7.4583  2.4029  0.3190  0.05
H  8.1313  4.9612  -1.2109  0.11
H  4.0568  6.8579  -0.3903  0.13
H  4.0640  5.3738  0.5580  0.12
H  4.1135  5.6634  -2.4664  0.11
H  4.6049  4.1918  -1.6836  0.10
H  2.1881  4.4256  -0.4651  0.11
H  1.9023  5.5012  -1.8223  0.11
H  1.6823  3.8773  -3.2922  0.10
H  3.0943  2.9851  -2.7045  0.07
H  1.7018  1.9084  -0.9633  0.09
H  0.4620  3.0901  -1.2555  0.11
H  1.0157  1.6404  -3.7197  0.09
H  -0.4965  1.9535  -2.9270  0.12
H  1.4080  0.1189  -4.7846  0.11
H  2.1323  -1.4431  -4.8384  0.08
H  3.0181  0.9061  -3.0376  0.06
H  3.7237  0.4403  -4.5523  0.12
H  5.1302  -0.2226  -2.7914  0.05
H  4.5621  -1.6347  -3.6109  0.05
H  2.1960  0.3978  1.7538  0.10
H  2.7374  -0.9595  4.0411  0.10
H  5.6665  -2.0070  1.3259  0.14
H  0.7086  -4.4238  -3.0352  0.07
H  0.0701  -2.5168  -5.1756  0.10
H  -0.5153  -4.1397  -4.8556  0.11
H  1.5997  -5.0682  -5.9151  0.06
H  0.5429  -4.1892  -6.9721  0.07
H  1.9928  -3.4097  -6.4267  0.06
H  -1.5839  -5.8811  -0.7638  0.12
H  -3.3127  -4.2978  1.3546  0.12
H  -2.1269  -3.5526  2.4099  0.13
H  -5.0526  -0.9573  1.1335  0.06
H  -5.4188  -2.4908  0.9031  0.07
H  -5.0029  -2.2434  3.6164  0.06
H  -4.0446  -3.5120  3.6261  0.06
H  -2.1616  -1.2530  2.7109  0.06
H  -3.2886  -0.3391  2.0856  0.05
H  -2.2678  0.5401  -0.3480  0.12
H  -1.3577  1.8199  -1.0976  0.10
H  -0.1829  0.1717  1.1565  0.10
H  0.1175  1.8879  0.8377  0.10
C  7.1848  -1.0491  4.4516  -0.16
C  7.8786  0.2786  4.6684  -0.16
O  9.0360  -0.0520  5.4538  -0.19
S  9.5652  -1.5058  5.0458  0.59
O  10.6256  -1.3751  4.1130  -0.22
O  9.7126  -2.2725  6.2281  -0.22
O  8.2604  -1.9840  4.2553  -0.19
H  6.6182  -1.3527  5.3331  0.14
H  6.5273  -1.0441  3.5912  0.09
H  7.2605  0.9956  5.2001  0.14
H  8.2154  0.7170  3.7263  0.13
C  2.7165  6.5960  -5.4116  -0.16
C  3.4368  6.6836  -6.7402  -0.16
O  4.1144  5.4250  -6.8545  -0.18
S  3.2459  4.2740  -6.1616  0.59
O  2.4861  3.6007  -7.1493  -0.21
O  4.0762  3.5736  -5.2521  -0.22
O  2.2581  5.2385  -5.3455  -0.20
H  3.3945  6.7746  -4.5743  0.12
H  1.8704  7.2744  -5.3472  0.14
H  4.1566  7.4958  -6.7770  0.14
H  2.7358  6.7764  -7.5721  0.14
C  -9.8676  -1.8972  3.0651  -0.17
C  -8.6002  -1.8531  3.8875  -0.16
O  -7.5684  -1.5940  2.9212  -0.21
S  -8.1373  -0.6762  1.7487  0.58
O  -7.7862  0.6744  2.0036  -0.22
O  -7.8370  -1.2976  0.5099  -0.22
O  -9.6898  -0.8645  2.0764  -0.19
H  -9.9775  -2.8522  2.5485  0.14
H  -10.7524  -1.6982  3.6524  0.11
H  -8.4011  -2.7850  4.4053  0.13
H  -8.6163  -1.0308  4.6061  0.14
C  -13.9438  -2.6535  6.6937  -0.16
C  -14.3539  -3.9288  5.9874  -0.16
O  -13.1565  -4.3583  5.3216  -0.18
S  -11.8812  -3.9621  6.1985  0.61
O  -11.4671  -5.0741  6.9676  -0.20
O  -10.9715  -3.2645  5.3592  -0.22
O  -12.6138  -2.9201  7.1631  -0.18
H  -13.9055  -1.8072  6.0053  0.13
H  -14.5888  -2.4114  7.5332  0.14
H  -15.1454  -3.7724  5.2607  0.14
H  -14.6533  -4.7040  6.6951  0.14